Here is a structure of composition C19H42INP2PdSi2Te at a distorted geometry from OMol25. Energies are from ωB97M-V with the def2-TZVPD basis set.

Last column: Löwdin spin population.
Cartesian coordinates (Å):
Pd1 0.611 0.888 0.590  0.8245
C1 1.332 3.594 2.714  0.0317
P1 1.177 1.780 2.695  0.1260
C2 0.257 1.426 4.223  0.0229
C3 2.888 1.199 3.062  0.0043
C4 3.089 -0.256 2.647  0.0060
P2 2.717 -0.470 0.854  0.1484
C5 4.212 0.193 0.040  0.0282
C6 2.894 -2.270 0.619  0.0299
H1 1.867 3.907 3.611  0.0067
H2 0.339 4.045 2.714  0.0004
H3 1.867 3.939 1.831  0.0003
H4 0.729 1.954 5.052  0.0044
H5 0.253 0.356 4.429  -0.0002
H6 -0.772 1.771 4.123  0.0005
H7 3.075 1.340 4.128  0.0015
H8 3.574 1.850 2.514  -0.0002
H9 2.422 -0.914 3.209  -0.0001
H10 4.115 -0.580 2.836  0.0020
H11 5.078 -0.407 0.319  0.0058
H12 4.375 1.229 0.333  -0.0002
H13 4.093 0.156 -1.044  0.0007
H14 3.905 -2.565 0.901  0.0063
H15 2.721 -2.535 -0.425  0.0005
H16 2.177 -2.807 1.240  -0.0002
I1 -1.023 2.716 -5.112  0.0007
C7 0.428 2.783 -3.600  0.0010
C8 1.732 3.186 -3.851  0.0038
C9 2.630 3.205 -2.793  0.0014
C10 2.206 2.798 -1.541  0.0076
N1 0.954 2.398 -1.303  0.0408
C11 0.083 2.408 -2.313  0.0037
H17 2.047 3.486 -4.841  0.0002
H18 3.649 3.532 -2.946  0.0001
H19 2.876 2.796 -0.690  0.0008
H20 -0.939 2.131 -2.078  0.0007
C12 -5.179 1.064 0.053  0.0037
Si1 -3.340 0.906 0.367  0.0184
C13 -2.843 -0.073 1.907  0.0118
C14 -2.591 2.636 0.512  0.0183
C15 -2.669 -0.078 -1.162  0.0635
Te1 -0.628 -0.684 -1.090  0.4233
C16 -1.025 -2.586 -0.271  0.0549
Si2 -1.134 -3.880 -1.735  0.0209
C17 -2.145 -3.128 -3.135  0.0107
C18 0.665 -4.092 -2.254  0.0030
C19 -1.952 -5.400 -1.009  0.0051
H21 -5.677 1.518 0.912  0.0008
H22 -5.650 0.098 -0.134  0.0001
H23 -5.368 1.697 -0.816  0.0001
H24 -3.314 0.346 2.799  0.0001
H25 -1.759 -0.038 2.060  0.0106
H26 -3.142 -1.121 1.849  0.0005
H27 -2.887 3.053 1.478  0.0002
H28 -2.952 3.319 -0.259  0.0010
H29 -1.495 2.650 0.471  0.0154
H30 -2.830 0.473 -2.090  0.0035
H31 -3.234 -1.008 -1.245  0.0043
H32 -1.957 -2.548 0.290  0.0025
H33 -0.205 -2.865 0.391  0.0033
H34 -1.718 -2.187 -3.493  0.0086
H35 -3.181 -2.943 -2.844  0.0005
H36 -2.167 -3.813 -3.984  0.0000
H37 1.156 -3.121 -2.370  0.0025
H38 0.732 -4.608 -3.213  0.0001
H39 1.231 -4.677 -1.527  0.0002
H40 -2.978 -5.189 -0.702  0.0001
H41 -1.414 -5.788 -0.143  0.0001
H42 -1.991 -6.196 -1.756  0.0012

As for the total charge: +2. The spin multiplicity is 3.

=====

Here is a structure of composition C19H42IrNOP3Se at a distorted geometry from OMol25. Energies are from ωB97M-V with the def2-TZVPD basis set.

Last column: Löwdin spin population.
Cartesian coordinates (Å):
Ir1 0.137 0.731 -0.411  1.7210
P1 1.688 1.249 -2.079  0.2056
P2 -1.330 2.597 -0.602  0.1889
P3 -1.099 -0.623 -1.509  0.1870
H1 2.823 -4.948 2.429  0.0000
C1 2.810 -5.003 1.337  0.0001
C2 2.660 -3.940 0.516  0.0006
H2 2.326 -2.967 0.892  0.0012
C3 3.218 1.976 -1.411  0.0350
C4 1.166 2.477 -3.325  0.0362
C5 2.256 -0.207 -3.022  0.0322
C6 -2.502 2.537 0.788  0.0433
C7 -0.557 4.233 -0.379  0.0267
C8 -2.380 2.894 -2.068  0.0309
C9 -0.445 -2.297 -1.340  0.0652
C10 -1.402 -0.250 -3.263  0.0272
C11 -2.755 -0.679 -0.762  0.0482
H3 3.035 -5.998 0.937  0.0000
H4 2.883 -4.041 -0.549  0.0000
H5 3.458 1.508 -0.451  0.0025
H6 3.104 3.058 -1.279  0.0001
H7 4.018 1.761 -2.127  0.0056
H8 0.818 3.392 -2.830  0.0010
H9 0.373 2.063 -3.959  0.0000
H10 2.056 2.699 -3.940  0.0078
H11 2.454 -1.036 -2.330  0.0041
H12 3.191 0.088 -3.516  0.0058
H13 1.524 -0.509 -3.782  -0.0001
H14 -3.147 3.428 0.748  0.0075
H15 -1.947 2.521 1.733  0.0027
H16 -3.118 1.633 0.753  0.0018
H17 -1.304 5.001 -0.646  0.0052
H18 0.334 4.358 -1.004  0.0010
H19 -0.258 4.367 0.668  0.0002
H20 -2.919 3.840 -1.906  0.0065
H21 -3.114 2.096 -2.212  0.0001
H22 -1.773 2.983 -2.975  0.0005
H23 -1.094 -2.978 -1.901  0.0089
H24 -0.434 -2.588 -0.280  0.0067
H25 0.575 -2.361 -1.734  0.0033
H26 -2.073 -1.033 -3.652  0.0033
H27 -0.470 -0.248 -3.838  0.0000
H28 -1.878 0.732 -3.372  -0.0001
H29 -3.279 -1.555 -1.167  0.0066
H30 -3.345 0.211 -1.008  0.0000
H31 -2.671 -0.768 0.330  0.0104
C12 -1.564 -2.083 3.161  0.1603
C13 -0.262 -2.593 2.880  0.0731
C14 -0.075 -3.898 2.462  0.0239
C15 -1.158 -4.768 2.316  0.1694
C16 -2.440 -4.253 2.489  0.0159
C17 -2.664 -2.932 2.883  0.0858
Se1 -1.600 -0.468 4.140  0.4475
H32 -2.802 0.254 3.636  0.0225
H33 0.626 -1.981 3.066  0.0023
H34 0.949 -4.218 2.258  -0.0009
H35 -0.988 -5.821 2.106  0.0069
H36 -3.298 -4.917 2.326  -0.0012
H37 -3.686 -2.583 3.050  0.0013
C18 1.882 1.354 3.238  0.0107
C19 1.659 2.162 2.017  0.0252
N1 2.190 3.425 1.956  0.0115
O1 1.046 1.717 1.018  0.1957
H38 2.066 2.019 4.100  0.0005
H39 2.752 0.678 3.135  0.0007
H40 0.960 0.776 3.455  0.0072
H41 2.068 3.911 1.073  0.0003
H42 2.727 3.816 2.734  0.0008

As for the total charge: +3. The spin multiplicity is 5.

=====

Here is the ion C19H42N with charge +1 at a distorted geometry from OMol25. Energies are from ωB97M-V with the def2-TZVPD basis set.

Last column: Löwdin charge in e.
Cartesian coordinates (Å):
C1 -8.359 -1.695 0.219  -0.1127
H1 -8.481 -0.706 0.654  0.0740
C2 -7.163 -2.406 0.840  -0.2721
C3 -5.864 -1.606 0.729  -0.2334
C4 -5.376 -1.457 -0.711  -0.2231
C5 -3.971 -0.861 -0.811  -0.2257
C6 -3.899 0.595 -0.356  -0.2233
C7 -2.513 1.194 -0.580  -0.2282
C8 -2.441 2.646 -0.110  -0.2179
C9 -1.114 3.331 -0.438  -0.2167
C10 0.068 2.767 0.349  -0.2212
C11 1.358 3.521 0.034  -0.2171
C12 2.541 3.109 0.912  -0.2064
C13 2.919 1.627 0.847  -0.2145
C14 3.341 1.188 -0.554  -0.1931
H2 4.186 1.792 -0.890  0.1250
H3 2.513 1.372 -1.238  0.1141
C15 3.696 -0.302 -0.652  -0.1702
C16 5.025 -0.584 0.044  -0.1342
H4 5.801 0.025 -0.427  0.1468
H5 4.946 -0.282 1.090  0.1323
N1 5.496 -2.004 0.027  -0.3924
C17 5.692 -2.478 -1.355  0.0081
H6 6.364 -1.809 -1.890  0.1233
H7 4.742 -2.520 -1.883  0.1099
H8 6.126 -3.476 -1.348  0.1189
C18 6.788 -2.066 0.738  0.0025
H9 7.163 -3.088 0.748  0.1173
H10 7.522 -1.432 0.245  0.1193
H11 6.670 -1.729 1.766  0.1196
C19 4.533 -2.883 0.714  0.0099
H12 3.593 -2.920 0.169  0.1102
H13 4.343 -2.518 1.721  0.1238
H14 4.933 -3.894 0.778  0.1190
H15 3.757 -0.565 -1.708  0.1146
H16 2.886 -0.873 -0.196  0.1168
H17 3.737 1.467 1.554  0.1035
H18 2.073 1.023 1.177  0.1109
H19 2.303 3.350 1.950  0.1146
H20 3.411 3.706 0.628  0.1128
H21 1.187 4.588 0.190  0.1167
H22 1.608 3.391 -1.021  0.1075
H23 -0.143 2.844 1.418  0.1250
H24 0.188 1.711 0.103  0.0955
H25 -1.206 4.396 -0.214  0.1133
H26 -0.914 3.237 -1.508  0.1156
H27 -2.612 2.687 0.968  0.1156
H28 -3.246 3.205 -0.592  0.1139
H29 -2.267 1.148 -1.644  0.1175
H30 -1.778 0.591 -0.041  0.1049
H31 -4.147 0.662 0.704  0.1111
H32 -4.638 1.180 -0.908  0.1209
H33 -3.281 -1.463 -0.214  0.1101
H34 -3.641 -0.919 -1.852  0.1097
H35 -6.067 -0.825 -1.272  0.1074
H36 -5.370 -2.443 -1.182  0.1138
H37 -6.020 -0.620 1.170  0.1056
H38 -5.090 -2.114 1.311  0.1112
H39 -7.030 -3.379 0.360  0.1043
H40 -7.370 -2.586 1.897  0.1027
H41 -8.235 -1.586 -0.856  0.0640
H42 -9.269 -2.262 0.398  0.0688

As for the SMILES: CCCCCCCCCCCCCCCC[N+](C)(C)C. As for the total charge: +1. The spin multiplicity is 1.

=====

Here is a structure of composition C19H42N5O4PdSSi3 from OMol25. Energies are from ωB97M-V with the def2-TZVPD basis set.

Last column: Löwdin charge in e.
Cartesian coordinates (Å):
Pd1 -0.626 -0.073 0.606  0.7452
N1 -0.455 2.487 0.461  0.0059
N2 -1.595 3.300 0.472  -0.0084
C1 -2.797 2.691 0.748  -0.4360
N3 -3.850 3.481 0.990  0.1836
N4 -2.764 1.390 0.773  0.0608
N5 -4.017 0.693 0.941  -0.2285
O1 -3.376 -0.462 -1.011  0.0463
O2 -5.126 1.226 0.437  -0.1591
H1 0.088 2.601 1.314  0.0876
H2 0.123 2.710 -0.344  0.0632
H3 -1.487 4.264 0.756  0.1468
H4 -3.789 4.451 0.730  0.1132
H5 -4.742 2.971 0.868  0.0979
C2 -3.742 -0.640 0.286  -0.4332
O3 -2.747 -1.215 1.069  -0.1776
Si1 -2.007 -2.713 0.689  0.4201
C3 -2.789 -3.393 -0.855  -0.1452
C4 -2.524 -3.831 2.080  -0.1473
C5 -0.221 -2.122 0.596  -0.4437
Si2 0.619 -2.329 -1.090  0.4260
C6 0.410 -4.073 -1.739  -0.1559
C7 2.467 -2.051 -1.074  -0.1749
C8 -0.132 -1.059 -2.267  -0.1648
Si3 0.686 -2.233 2.264  0.4262
C9 2.474 -1.672 2.348  -0.1692
C10 0.743 -4.012 2.859  -0.1586
C11 -0.282 -1.161 3.476  -0.1717
H6 -4.681 -1.193 0.338  0.1764
H7 -2.927 0.402 -1.070  0.1053
H8 -4.100 0.502 1.953  0.1951
H9 -3.873 -3.287 -0.777  0.0532
H10 -2.586 -4.461 -0.921  0.0457
H11 -2.479 -2.915 -1.778  0.0285
H12 -3.615 -3.881 2.047  0.0516
H13 -2.236 -3.476 3.065  0.0296
H14 -2.151 -4.846 1.956  0.0436
H15 0.951 -4.768 -1.094  0.0422
H16 0.856 -4.143 -2.732  0.0454
H17 -0.614 -4.415 -1.816  0.0056
H18 2.992 -2.836 -0.532  0.0398
H19 2.721 -1.093 -0.636  -0.0183
H20 2.824 -2.077 -2.106  0.0471
H21 -1.152 -1.297 -2.566  0.0243
H22 0.487 -1.024 -3.167  0.0436
H23 -0.140 -0.038 -1.857  0.0034
H24 3.058 -1.942 1.475  0.0094
H25 2.917 -2.174 3.210  0.0449
H26 2.554 -0.598 2.506  0.0131
H27 1.414 -4.586 2.217  0.0421
H28 -0.210 -4.526 2.885  0.0027
H29 1.164 -4.037 3.865  0.0439
H30 -0.285 -0.098 3.204  0.0199
H31 0.207 -1.229 4.452  0.0460
H32 -1.318 -1.473 3.597  0.0212
C12 1.881 5.553 -3.953  -0.0355
C13 2.055 4.614 -2.798  -0.2526
C14 2.464 5.082 -1.553  -0.0218
C15 2.647 4.213 -0.487  -0.0731
C16 2.436 2.858 -0.679  -0.4394
C17 2.015 2.364 -1.909  -0.0770
C18 1.827 3.246 -2.957  -0.0131
S1 2.633 1.745 0.693  0.9602
C19 4.197 1.008 0.228  -0.2095
O4 1.581 0.682 0.507  -0.6100
H33 1.694 6.569 -3.613  0.0829
H34 1.056 5.243 -4.592  0.0854
H35 2.783 5.569 -4.567  0.0950
H36 2.633 6.142 -1.411  0.1215
H37 2.952 4.590 0.482  0.1152
H38 1.825 1.306 -2.033  0.1040
H39 1.497 2.871 -3.917  0.1246
H40 4.161 0.669 -0.805  0.0649
H41 4.386 0.181 0.908  0.0532
H42 4.957 1.778 0.352  0.0711

As for the total charge: +1. The spin multiplicity is 1.

=====

Here is a structure of composition C19H43EuN2OP3Se at a distorted geometry from OMol25. Energies are from ωB97M-V with the def2-TZVPD basis set.

Last column: Löwdin spin population.
Cartesian coordinates (Å):
Eu1 -1.650 0.451 -0.725  5.4298
P1 -1.013 -2.068 1.056  -0.0023
P2 1.916 -0.723 2.066  0.1694
P3 1.713 -1.629 -0.931  0.2311
H1 -2.974 2.788 -3.311  0.0000
C1 -3.019 1.693 -3.477  0.0072
C2 -3.276 0.757 -2.502  -0.0209
H2 -4.041 0.955 -1.728  -0.0013
C3 -2.432 -1.586 2.146  -0.0004
C4 -0.457 -3.516 2.053  -0.0004
C5 -1.955 -3.002 -0.223  -0.0015
C6 3.221 0.553 2.346  0.0220
C7 0.914 -0.375 3.575  0.0353
C8 2.858 -2.198 2.669  0.0189
C9 1.286 -1.622 -2.745  0.0451
C10 1.921 -3.440 -0.735  0.0277
C11 3.508 -1.191 -1.058  0.0141
H3 -2.971 1.378 -4.532  -0.0003
H4 -2.837 -0.272 -2.552  -0.0025
H5 -3.214 -1.023 1.617  0.0000
H6 -2.072 -0.974 2.983  0.0000
H7 -2.869 -2.509 2.545  -0.0001
H8 -0.060 -3.228 3.033  0.0000
H9 0.298 -4.109 1.524  0.0000
H10 -1.343 -4.140 2.215  -0.0001
H11 -2.518 -2.348 -0.904  -0.0007
H12 -2.654 -3.654 0.306  0.0000
H13 -1.288 -3.623 -0.827  -0.0002
H14 3.762 0.343 3.275  0.0046
H15 2.762 1.543 2.410  0.0000
H16 3.927 0.576 1.514  0.0003
H17 1.580 -0.014 4.372  0.0068
H18 0.370 -1.252 3.944  0.0000
H19 0.175 0.410 3.362  0.0006
H20 3.368 -1.937 3.607  0.0048
H21 3.612 -2.509 1.935  0.0002
H22 2.195 -3.053 2.844  0.0000
H23 2.104 -2.133 -3.282  0.0086
H24 1.122 -0.600 -3.132  0.0003
H25 0.381 -2.237 -2.883  0.0000
H26 2.538 -3.800 -1.571  0.0065
H27 0.957 -3.963 -0.758  0.0003
H28 2.427 -3.690 0.206  -0.0001
H29 3.935 -1.699 -1.935  0.0039
H30 4.060 -1.472 -0.152  -0.0002
H31 3.658 -0.110 -1.188  0.0002
C12 1.266 2.846 -2.390  -0.0006
C13 -0.029 3.228 -2.745  0.0005
C14 -0.227 3.337 -4.110  -0.0003
C15 0.839 3.289 -5.004  0.0019
C16 2.153 3.218 -4.538  -0.0006
C17 2.389 3.072 -3.179  0.0019
Se1 1.594 1.632 -0.929  0.0067
H32 2.462 0.850 -1.916  -0.0009
H33 -0.841 3.302 -2.026  -0.0001
H34 -1.226 3.412 -4.485  -0.0001
H35 0.656 3.290 -6.079  0.0001
H36 2.988 3.189 -5.220  -0.0001
H37 3.383 2.902 -2.785  0.0001
C18 -1.817 2.962 3.683  -0.0001
N1 -3.101 2.579 3.089  -0.0004
C19 -3.229 2.026 1.870  -0.0006
N2 -4.522 1.782 1.480  0.0000
O1 -2.228 1.682 1.153  -0.0137
H38 -0.964 2.481 3.170  0.0000
H39 -1.827 2.651 4.743  0.0000
H40 -1.691 4.061 3.613  0.0000
H41 -3.959 2.769 3.613  -0.0001
H42 -4.708 1.521 0.519  -0.0001
H43 -5.287 2.173 2.021  0.0000

As for the total charge: +3. The spin multiplicity is 7.

=====

Here is a structure of composition C19H43EuOP3S at a distorted geometry from OMol25. Energies are from ωB97M-V with the def2-TZVPD basis set.

Last column: Löwdin spin population.
Cartesian coordinates (Å):
Eu1 -1.034 -0.272 0.070  4.3115
P1 1.547 0.888 1.862  -0.0007
P2 -0.932 2.584 -0.693  0.3341
P3 1.816 -0.288 -1.055  -0.0008
H1 -0.550 -4.580 1.157  0.0000
C1 0.515 -4.897 1.299  0.0000
C2 1.245 -4.228 2.177  0.0000
H2 0.911 -3.432 2.808  0.0000
C3 0.879 1.253 3.538  -0.0001
C4 2.499 2.470 1.684  -0.0011
C5 3.005 -0.097 2.442  0.0013
C6 -2.296 2.604 -1.929  0.0135
C7 -1.412 3.977 0.380  0.0078
C8 0.396 3.399 -1.661  0.1494
C9 2.501 -1.961 -0.709  0.0031
C10 3.404 0.621 -1.245  -0.0029
C11 1.402 -0.486 -2.836  0.0020
H3 0.875 -5.668 0.599  0.0000
H4 2.359 -4.459 2.262  0.0000
H5 0.583 0.332 4.055  0.0000
H6 0.002 1.908 3.474  0.0000
H7 1.657 1.757 4.126  0.0000
H8 1.879 3.244 1.223  0.0002
H9 3.403 2.353 1.079  0.0000
H10 2.817 2.837 2.667  -0.0003
H11 2.736 -1.153 2.530  0.0000
H12 3.334 0.250 3.428  0.0002
H13 3.868 -0.019 1.773  0.0000
H14 -2.311 3.607 -2.339  -0.0006
H15 -3.243 2.378 -1.427  0.0046
H16 -2.125 1.857 -2.710  0.0035
H17 -1.934 4.730 -0.222  -0.0006
H18 -0.518 4.433 0.824  0.0027
H19 -2.074 3.628 1.181  0.0013
H20 -0.073 4.089 -2.383  0.0171
H21 1.003 2.671 -2.214  0.0000
H22 1.046 3.990 -0.998  0.0026
H23 2.853 -2.412 -1.648  0.0002
H24 1.734 -2.610 -0.265  0.0001
H25 3.340 -1.883 -0.005  0.0002
H26 3.865 0.342 -2.201  -0.0005
H27 4.107 0.384 -0.437  0.0000
H28 3.222 1.703 -1.251  0.0001
H29 2.318 -0.730 -3.391  -0.0002
H30 0.988 0.455 -3.226  0.0004
H31 0.663 -1.286 -2.986  0.0007
C12 -2.093 -1.937 -2.222  0.2122
C13 -2.769 -0.903 -3.016  0.0771
C14 -2.857 -1.219 -4.372  0.0819
C15 -2.261 -2.394 -4.872  0.2744
C16 -1.575 -3.309 -4.067  0.0203
C17 -1.545 -3.092 -2.727  0.1100
O1 -1.658 -2.013 -0.856  0.1934
H32 -1.832 1.798 0.132  0.1614
H33 -3.176 0.052 -2.630  0.0007
H34 -3.358 -0.595 -5.118  0.0010
H35 -2.292 -2.628 -5.918  0.0110
H36 -1.026 -4.190 -4.388  -0.0022
H37 -0.905 -3.572 -1.942  0.0001
C18 -1.944 -1.248 3.937  0.0014
S1 -2.530 -0.282 2.528  0.0031
C19 -3.121 1.190 3.389  0.0034
H38 -1.050 -1.826 3.668  0.0000
H39 -2.766 -1.929 4.181  -0.0001
H40 -1.724 -0.613 4.802  0.0002
H41 -4.168 0.983 3.638  -0.0003
H42 -2.556 1.376 4.309  0.0003
H43 -3.063 2.071 2.737  0.0018

As for the total charge: +3. The spin multiplicity is 7.

=====

Total energy list, top to bottom, in Ha: -2758.75425; -4407.93035; -803.67250; -2718.25087; -5069.20140; -2956.32344